Entry 1:
Entry from the Open Molecules 2025 dataset: C19H25CrN7OS as an isolated structure (wB97M-V/def2-TZVPD).

Structure (XYZ):
```
54
Properties=species:S:1:pos:R:3:forces:R:3:nbo_charge:R:1
Cr -0.566 -0.494 -0.220 0.9 -0.2 -0.1 0.994
C -1.803 2.116 -0.548 -0.1 0.1 0.2 -0.220
C -2.107 1.804 0.901 0.0 0.1 -0.1 -0.244
N -2.152 0.335 1.072 0.0 0.1 -0.4 -0.610
C -1.921 -0.091 2.468 0.2 -0.1 0.1 -0.231
C -0.466 -0.553 2.688 -0.2 0.1 0.0 -0.241
N 0.428 -0.129 1.593 0.2 0.0 0.1 -0.430
C 1.620 1.688 0.562 -0.1 -0.1 -0.3 -0.065
C 0.689 2.311 -0.500 0.2 -0.1 0.3 -0.209
N -0.496 1.510 -0.906 -0.4 0.0 0.0 -0.605
H -2.568 1.671 -1.187 0.1 0.0 -0.1 0.209
H -1.812 3.196 -0.711 0.1 0.0 -0.1 0.219
H -1.294 2.179 1.515 0.0 0.0 0.1 0.233
H -3.034 2.289 1.220 0.0 -0.1 0.0 0.218
H -3.070 0.014 0.787 0.0 -0.1 0.0 0.397
H -2.188 0.714 3.155 0.0 0.0 -0.1 0.207
H -2.573 -0.934 2.687 0.0 0.0 0.0 0.233
H -0.086 -0.216 3.652 0.0 0.0 0.0 0.222
H -0.434 -1.639 2.677 0.0 0.0 0.0 0.241
H 1.255 -0.728 1.649 0.0 0.0 0.0 0.382
H 2.200 2.542 0.918 -0.1 0.0 0.1 0.246
H 3.179 1.329 -0.786 0.0 0.0 0.0 0.235
H 0.340 3.267 -0.107 -0.1 0.0 0.0 0.210
H 1.290 2.525 -1.383 -0.1 0.0 -0.1 0.225
H -0.476 1.433 -1.917 0.1 -0.2 0.0 0.410
O 1.916 -1.695 -3.124 -0.2 0.0 0.1 -0.583
C 0.986 -1.363 -2.412 0.2 0.0 -0.1 0.632
N 1.058 -0.808 -1.170 -0.3 0.5 0.1 -0.581
C 2.386 -0.646 -0.611 -0.1 -0.1 0.1 -0.245
C 2.715 0.742 0.015 -0.1 0.0 0.1 -0.291
C 3.798 0.502 1.032 0.0 0.0 -0.1 -0.120
C 3.820 0.740 2.346 0.2 -0.1 0.0 -0.265
C 2.803 1.304 3.232 -0.1 0.1 -0.1 -0.212
C 1.512 1.513 2.983 -0.1 -0.1 0.1 -0.043
N 0.861 1.241 1.730 0.0 0.1 0.2 -0.348
C -0.437 -1.575 -2.836 -0.1 0.0 -0.1 0.129
C -0.747 -2.314 -3.961 0.1 0.0 -0.1 -0.188
C -2.079 -2.514 -4.285 0.0 0.1 0.1 -0.120
C -3.050 -1.940 -3.476 0.0 0.0 -0.1 -0.225
C -2.652 -1.207 -2.375 -0.2 0.1 0.1 0.071
N -1.371 -1.032 -2.040 -0.2 -0.1 -0.5 -0.450
H 3.110 -0.820 -1.406 0.1 -0.1 0.1 0.254
H 2.556 -1.432 0.136 0.0 0.0 0.0 0.188
H 4.686 0.044 0.607 0.0 0.0 0.0 0.223
H 4.738 0.480 2.862 0.0 0.0 0.0 0.232
H 3.155 1.573 4.221 0.0 0.0 0.0 0.235
H 0.870 1.942 3.744 0.0 0.0 0.0 0.207
H 0.064 -2.721 -4.549 0.0 0.0 0.0 0.263
H -2.355 -3.109 -5.145 0.0 0.0 0.0 0.241
H -4.101 -2.065 -3.692 0.0 0.0 0.0 0.242
H -3.391 -0.751 -1.726 0.0 0.0 0.0 0.191
S -2.288 -4.681 0.093 0.0 0.0 0.0 -0.010
C -1.542 -3.294 0.218 0.0 0.0 0.0 0.215
N -0.978 -2.250 0.311 -0.3 -0.2 0.4 -0.666
```
Positions in Å, forces in eV/Å.

Computed properties:
Multiplicity: 2
Relative energy (zero: lowest compared OMol25 entry of this formula, charge and spin): 0.0 kcal per mole
E_HOMO (spin up / spin down): -11.23 / -11.29 eV
Net charge: +1
LUMO level (spin up / spin down): -3.79 / -3.27 eV
DFT total energy: -71838.006 eV
Gap between HOMO and LUMO (spin up / spin down): 0.274 / 0.295 hartree

=====

Entry 2:
Entry from the Open Molecules 2025 dataset: one molecule with the formula C19H25N3O2S at a distorted geometry (wB97M-V/def2-TZVPD).

Structure (XYZ):
```
50
Properties=species:S:1:pos:R:3:forces:R:3:nbo_charge:R:1
C -0.263 -3.986 4.176 0.0 0.0 0.2 -0.250
O -0.318 -3.976 2.773 -0.1 0.1 -0.3 -0.496
C -0.806 -2.858 2.152 0.0 -0.1 -0.2 0.256
C -1.230 -1.703 2.796 0.1 -0.2 0.1 -0.280
C -1.690 -0.627 2.058 0.0 0.0 -0.3 -0.256
C -1.750 -0.665 0.665 0.0 -0.3 0.3 0.229
N -2.263 0.425 -0.019 -0.3 0.5 0.0 -0.637
C -1.907 0.707 -1.390 0.2 0.0 -0.3 -0.042
C -2.695 1.918 -1.901 0.0 -0.1 0.2 -0.406
C -2.197 3.225 -1.283 0.2 -0.1 -0.2 -0.409
C -0.683 3.350 -1.447 -0.1 0.4 0.2 -0.228
N -0.025 2.190 -0.876 -0.2 0.1 -0.3 -0.449
C 0.639 2.330 0.297 0.0 -0.4 0.2 0.685
O 0.758 3.422 0.825 0.2 0.3 0.3 -0.645
C 1.286 1.109 0.931 0.1 0.1 0.1 -0.492
C 2.733 0.943 0.427 -0.2 0.0 0.1 -0.429
C 2.791 0.519 -0.998 0.2 0.0 -0.4 -0.220
S 2.955 1.663 -2.291 0.0 -0.8 0.0 0.401
C 2.865 0.333 -3.404 0.1 1.0 0.1 -0.137
N 2.729 -0.819 -2.863 -0.1 -0.8 -0.5 -0.432
C 2.686 -0.748 -1.506 0.1 0.6 0.5 0.116
C 2.537 -2.001 -0.712 0.0 0.1 0.1 -0.641
C -0.392 0.971 -1.552 -0.3 -0.5 0.0 -0.248
C -1.331 -1.837 0.028 0.0 0.2 0.0 -0.289
C -0.868 -2.909 0.761 0.0 -0.1 0.4 -0.226
H -1.257 -3.864 4.620 0.0 0.0 0.0 0.174
H 0.403 -3.205 4.560 0.0 0.0 0.0 0.172
H 0.135 -4.962 4.450 0.0 0.1 0.0 0.200
H -1.203 -1.620 3.871 0.0 0.0 0.1 0.221
H -2.008 0.267 2.574 0.0 0.1 0.1 0.208
H -2.322 1.253 0.558 0.0 -0.1 0.0 0.376
H -2.174 -0.166 -1.996 0.0 0.1 0.0 0.200
H -3.754 1.777 -1.680 0.0 0.0 -0.1 0.221
H -2.579 1.969 -2.985 0.0 0.0 0.0 0.206
H -2.688 4.072 -1.764 0.0 0.0 0.1 0.218
H -2.441 3.264 -0.220 0.0 0.1 0.1 0.197
H -0.307 4.234 -0.930 0.0 -0.1 -0.2 0.252
H -0.419 3.412 -2.509 0.0 0.0 0.0 0.187
H 0.719 0.193 0.778 0.0 0.0 0.0 0.225
H 1.325 1.311 2.003 -0.1 0.0 -0.1 0.240
H 3.230 0.189 1.042 0.0 0.1 0.0 0.227
H 3.255 1.893 0.554 0.1 -0.1 0.1 0.230
H 2.925 0.497 -4.461 0.0 0.1 -0.3 0.213
H 1.565 -2.045 -0.220 0.0 -0.1 0.1 0.226
H 3.306 -2.063 0.056 0.0 -0.1 0.1 0.217
H 2.629 -2.853 -1.379 0.0 -0.1 0.0 0.236
H 0.170 0.122 -1.170 0.0 0.1 -0.1 0.234
H -0.158 1.079 -2.618 0.1 -0.1 0.0 0.203
H -1.367 -1.920 -1.047 0.0 0.0 -0.1 0.215
H -0.544 -3.812 0.266 0.0 -0.1 -0.1 0.225
```
Positions in Å, forces in eV/Å.

Computed properties:
Relative energy (zero: lowest compared OMol25 entry of this formula, charge and spin): 25.3 kcal per mole
E_HOMO: -7.58 eV
SMILES: COc1ccc(N[C@H]2CCCN(C(=O)CCc3scnc3C)C2)cc1
LUMO level: 0.69 eV
DFT total energy: -39510.038 eV
Gap between HOMO and LUMO: 0.304 hartree

=====

Entry 3:
Entry from the Open Molecules 2025 dataset: a 2-piece molecular cluster, C19H25N3O4S overall at a distorted geometry (wB97M-V/def2-TZVPD).

Structure (XYZ):
```
52
Properties=species:S:1:pos:R:3:forces:R:3:nbo_charge:R:1
H 1.085 -4.230 0.027 -0.8 -0.3 -0.3 0.330
N 0.169 -4.574 -0.339 -1.4 -0.1 2.8 -0.643
C -0.659 -4.753 0.671 1.2 -0.3 -1.5 0.337
C -2.155 -5.240 0.308 0.3 0.8 0.9 -0.690
C -0.189 -4.465 2.207 -1.3 1.6 -0.7 -0.512
C -0.115 -2.844 2.314 -1.4 2.9 0.2 -0.008
C 1.203 -2.035 2.554 -3.5 2.9 -0.6 -0.235
C 1.101 -0.470 2.586 -1.4 -3.4 -0.3 -0.176
C -0.270 0.303 2.403 0.7 -1.2 -0.1 0.093
N -0.221 1.741 2.408 -4.9 -1.7 -0.8 -0.384
C -1.509 2.310 2.189 0.9 -1.4 0.8 0.191
C -1.646 3.924 2.109 -0.6 -1.2 -1.1 -0.442
C -1.573 4.259 0.510 0.7 -0.8 0.3 -0.389
C -0.031 4.066 0.011 0.0 -0.4 -0.4 -0.548
C 0.211 4.718 -1.445 -0.9 3.6 -0.5 0.790
O 0.095 5.957 -1.638 0.7 -4.9 0.9 -0.555
O 0.527 3.913 -2.604 -1.2 0.5 1.9 -0.734
C -2.809 1.467 2.019 1.3 -1.5 0.0 -0.020
N -2.891 0.043 2.015 4.1 4.2 0.5 -0.391
C -1.572 -0.509 2.191 1.2 -2.0 0.2 0.205
C -1.455 -2.090 2.162 3.0 0.8 0.4 -0.255
H -2.724 -5.421 1.299 0.8 0.1 -1.7 0.212
H -2.678 -4.366 -0.244 0.9 -1.5 0.9 0.241
H -2.170 -6.179 -0.358 0.2 1.6 1.1 0.248
H -1.045 -4.767 2.922 1.6 0.2 -1.0 0.236
H 0.805 -4.971 2.452 -1.5 0.7 -0.4 0.243
H 2.192 -2.603 2.672 -1.6 1.2 -0.2 0.236
H 2.097 0.077 2.752 -2.0 -0.6 -0.4 0.247
H -2.703 4.209 2.488 1.8 -0.4 -0.5 0.225
H -0.832 4.471 2.693 -1.1 -0.9 -0.8 0.240
H -2.204 3.421 0.014 0.8 1.7 0.5 0.206
H -1.968 5.302 0.263 0.6 -1.5 0.4 0.235
H 0.254 2.954 -0.029 -0.6 1.8 0.1 0.279
H 0.671 4.550 0.789 -1.0 -0.5 -1.5 0.245
H -0.154 3.205 -2.690 0.8 0.5 0.4 0.487
H -3.793 2.045 1.856 1.7 -1.1 0.3 0.214
H -2.428 -2.698 2.017 1.8 1.2 0.3 0.231
O 3.088 -0.285 -0.599 -0.3 0.2 0.1 -0.938
S 1.985 0.293 -1.332 0.1 0.0 -0.1 2.177
O 0.999 1.142 -0.699 0.3 -0.3 0.2 -0.963
C 2.636 1.133 -2.765 0.2 0.2 -0.4 -0.680
C 2.679 0.059 -3.843 0.1 -0.1 -0.1 -0.406
C 1.363 -0.712 -3.714 -0.1 0.0 -0.2 -0.400
C 1.151 -1.011 -2.229 -0.3 -0.4 -0.2 -0.681
H 3.616 1.553 -2.537 -0.1 0.0 0.2 0.259
H 1.938 1.930 -3.030 0.1 0.0 0.1 0.251
H 2.798 0.494 -4.838 0.0 0.0 0.1 0.227
H 3.522 -0.617 -3.666 0.0 0.1 0.0 0.216
H 0.540 -0.093 -4.087 0.1 0.0 0.0 0.205
H 1.374 -1.631 -4.304 0.0 0.1 0.1 0.229
H 0.092 -1.012 -1.965 0.2 0.0 0.2 0.257
H 1.605 -1.962 -1.944 0.0 0.1 0.1 0.255
```
Positions in Å, forces in eV/Å.

Computed properties:
Relative energy (zero: lowest compared OMol25 entry of this formula, charge and spin): 232.5 kcal per mole
E_HOMO: -8.40 eV
SMILES: [H]/N=C(/C)Cc1ccc2nc(CCCC(=O)O)cnc2c1.O=S1(=O)CCCC1
LUMO level: -0.83 eV
DFT total energy: -43596.852 eV
Gap between HOMO and LUMO: 0.278 hartree

=====

Entry 4:
Entry from the Open Molecules 2025 dataset: a 2-piece molecular cluster, C19H25N4O6 overall at a distorted geometry (wB97M-V/def2-TZVPD).

Structure (XYZ):
```
54
Properties=species:S:1:pos:R:3:forces:R:3:nbo_charge:R:1
O 1.532 -3.678 0.242 -0.5 -0.1 -0.1 -0.666
O -2.041 3.056 0.081 -0.4 0.3 -1.5 -0.594
O 2.799 0.945 0.700 0.1 -0.6 -0.6 -0.795
O 5.500 -3.032 -1.138 0.0 0.1 0.2 -0.659
O 3.574 1.157 2.771 0.3 -0.6 0.2 -0.767
O -2.586 3.917 -1.932 0.1 -0.4 0.1 -0.693
C 2.669 -3.264 0.424 -0.4 -1.0 0.4 0.685
C -2.248 2.894 -1.111 0.8 -1.1 2.0 0.769
C 3.497 0.571 1.670 -0.6 1.5 0.3 0.751
C 5.562 -2.084 -0.360 -1.0 -1.1 -0.9 0.670
C -4.458 -0.544 -0.289 -0.3 1.4 -0.2 -0.015
C -4.397 0.660 -0.947 0.0 -0.2 -0.1 -0.114
C -6.625 3.516 0.313 0.6 -0.5 -0.5 -0.243
C -7.210 2.802 1.369 0.4 -0.8 -0.1 -0.222
C -5.685 2.895 -0.521 -0.6 0.4 0.5 -0.213
C -6.859 1.464 1.595 -0.3 0.4 0.1 -0.237
C -5.335 1.562 -0.289 0.8 0.0 -0.9 -0.027
C -5.920 0.857 0.758 0.0 -0.3 0.3 0.113
N -5.380 -0.420 0.746 -0.2 -0.7 0.6 -0.535
N 6.755 -1.620 0.040 0.7 1.0 0.9 -0.617
N -1.453 0.462 -0.885 -0.6 0.7 -0.5 -0.632
N 3.011 -2.049 -0.005 1.6 0.9 -0.5 -0.592
C 3.655 -4.152 1.159 0.0 0.3 -0.2 -0.717
C 8.039 -2.208 -0.334 -0.7 0.0 -0.2 -0.407
C 0.008 0.590 -0.721 -0.4 0.5 0.1 -0.411
C -3.512 0.956 -2.136 -0.4 0.0 0.3 -0.413
C -2.121 1.481 -1.739 0.4 -0.4 0.4 -0.143
C 4.405 -0.652 1.495 0.2 -0.5 -0.6 -0.511
C 4.293 -1.322 0.102 0.0 0.1 0.9 -0.142
H -2.572 4.688 -1.344 -0.1 0.1 -0.1 0.495
H -3.859 -1.420 -0.527 -0.4 0.1 0.4 0.235
H -6.893 4.554 0.143 0.0 -0.1 0.0 0.207
H -7.934 3.289 2.016 0.1 -0.1 0.0 0.208
H -5.223 3.443 -1.335 0.0 0.0 0.0 0.214
H -7.305 0.908 2.413 0.0 0.1 0.0 0.207
H -5.590 -1.144 1.431 0.2 0.5 -0.5 0.410
H 6.754 -0.814 0.648 0.1 -0.3 -0.1 0.400
H -1.896 0.459 0.038 0.2 0.1 -0.5 0.372
H 2.249 -1.515 -0.392 0.1 0.1 0.0 0.424
H 3.099 -4.933 1.674 -0.1 0.1 -0.1 0.228
H 4.218 -3.575 1.885 0.3 0.0 0.1 0.211
H 4.328 -4.608 0.438 0.2 0.0 0.0 0.246
H 8.028 -3.277 -0.113 0.1 0.1 -0.1 0.207
H 8.847 -1.731 0.221 -0.2 0.0 0.0 0.198
H 8.203 -2.076 -1.405 0.1 -0.1 0.0 0.198
H 0.513 0.548 -1.692 -0.1 -0.1 0.0 0.180
H 0.268 1.536 -0.237 0.3 -0.2 0.0 0.206
H 0.389 -0.227 -0.098 -0.2 0.2 -0.1 0.219
H -4.011 1.676 -2.791 0.0 0.0 0.0 0.213
H -3.375 0.035 -2.710 0.1 0.2 0.1 0.229
H -1.536 1.600 -2.656 0.1 -0.1 0.0 0.215
H 4.180 -1.378 2.276 0.1 0.0 0.1 0.214
H 5.420 -0.298 1.666 0.0 0.1 0.2 0.184
H 4.230 -0.500 -0.612 -0.2 0.1 0.0 0.259
```
Positions in Å, forces in eV/Å.

Computed properties:
Relative energy (zero: lowest compared OMol25 entry of this formula, charge and spin): 0.0 kcal per mole
E_HOMO: -4.70 eV
Net charge: -1
LUMO level: 2.52 eV
DFT total energy: -38357.526 eV
Gap between HOMO and LUMO: 0.265 hartree